{
  "formula": "C26H73NO11",
  "method": "ωB97M-V/def2-TZVPD",
  "elements": ["C", "C", "C", "O", "H", "H", "H", "H", "H", "H", "H", "H", "C", "C", "C", "O", "H", "H", "H", "H", "H", "H", "H", "H", "C", "O", "C", "C", "N", "C", "C", "O", "C", "H", "H", "H", "H", "H", "H", "H", "H", "H", "H", "H", "H", "H", "H", "H", "C", "C", "O", "H", "H", "H", "H", "H", "H", "C", "C", "O", "H", "H", "H", "H", "H", "H", "C", "C", "O", "H", "H", "H", "H", "H", "H", "C", "C", "O", "H", "H", "H", "H", "H", "H", "C", "C", "O", "H", "H", "H", "H", "H", "H", "C", "C", "O", "H", "H", "H", "H", "H", "H", "C", "C", "O", "H", "H", "H", "H", "H", "H"],
  "positions_angstrom": [[1.1668, -2.5765, 3.7585], [2.5878, -2.4631, 3.0767], [2.6078, -3.3394, 1.8481], [2.8545, -1.0987, 2.7384], [0.2791, -2.3097, 3.1511], [1.2394, -2.0912, 4.7157], [1.0630, -3.6280, 4.0888], [3.3741, -2.7530, 3.8242], [2.3752, -4.3874, 2.0369], [3.5690, -3.3787, 1.3552], [1.9301, -2.8693, 1.1099], [3.2793, -0.8920, 1.8867], [-3.1792, 2.5377, -0.8831], [-2.7525, 3.7506, -0.1171], [-2.3219, 3.4875, 1.3014], [-1.5763, 4.3439, -0.6754], [-2.3126, 1.9990, -1.2653], [-3.7764, 2.7316, -1.8126], [-3.8365, 1.8892, -0.3448], [-3.4746, 4.5947, -0.1627], [-1.9780, 4.4328, 1.7032], [-1.3908, 2.9377, 1.2112], [-3.0672, 3.1350, 1.9966], [-0.7670, 4.1043, -0.1718], [2.8321, 0.4332, -2.9560], [3.9644, 1.0565, -2.3507], [4.9238, 0.2371, -1.8089], [4.4537, -0.6034, -0.6202], [3.8714, 0.2614, 0.4791], [4.7523, 1.3324, 0.9981], [4.4125, 1.6413, 2.3892], [3.2379, 2.4040, 2.4614], [3.0003, 2.8346, 3.8491], [2.2670, 1.1993, -3.3176], [2.2721, 0.0140, -2.1125], [3.0273, -0.3548, -3.7425], [5.8019, 0.8132, -1.5454], [5.2674, -0.4483, -2.5775], [5.2239, -1.2715, -0.3078], [3.6041, -1.2762, -0.9364], [2.9794, 0.5379, 0.1032], [4.8520, 2.2318, 0.3857], [5.7237, 0.8186, 1.0953], [5.2869, 2.2767, 2.7664], [4.2334, 0.7203, 2.9709], [2.2910, 3.6168, 3.7869], [3.9309, 3.3371, 4.1726], [2.6643, 2.1188, 4.5674], [-1.6816, 3.7113, -4.1628], [-0.3710, 3.1873, -3.7289], [-0.0397, 1.9876, -4.4403], [-1.9019, 4.5130, -3.5091], [-2.4283, 2.8660, -4.0310], [-1.6787, 4.0966, -5.1674], [-0.6201, 2.9685, -2.6738], [0.5261, 3.8019, -3.8087], [0.7086, 2.1058, -5.0588], [-0.4145, 0.1499, -0.2264], [-1.4734, -0.8981, -0.4862], [-0.9746, -2.0933, -1.1783], [-0.8477, 0.9757, 0.4836], [-0.2071, 0.6634, -1.1243], [0.4893, -0.2789, 0.1655], [-2.3517, -0.4496, -1.0365], [-1.9246, -1.2765, 0.4337], [-0.7008, -1.7441, -2.0552], [-1.7953, -1.1829, -5.3487], [-0.6032, -1.6552, -4.6376], [-0.1830, -0.7757, -3.6004], [-1.9035, -1.7586, -6.2806], [-1.7495, -0.1646, -5.7304], [-2.7248, -1.2711, -4.7574], [0.3110, -1.8584, -5.1941], [-0.7688, -2.6470, -4.1373], [-0.0165, 0.1460, -3.9958], [-5.1370, 0.7908, 3.7656], [-3.8417, 0.3135, 3.0767], [-4.1669, -0.5889, 1.9925], [-5.7522, 1.4736, 3.2390], [-4.9168, 1.1915, 4.8222], [-5.7688, -0.0699, 3.9383], [-3.3812, -0.2445, 3.9341], [-3.1507, 1.1244, 2.7251], [-3.5007, -1.2589, 1.9610], [2.3885, 4.4697, -1.4390], [1.8169, 3.4587, -0.4550], [0.9624, 4.1079, 0.5665], [1.5188, 5.1577, -1.7094], [2.8649, 4.1049, -2.3464], [3.0301, 5.0554, -0.7698], [2.5856, 3.0554, 0.1453], [1.2279, 2.7425, -1.0204], [0.9843, 3.5352, 1.3759], [-2.6480, -4.8208, 3.5646], [-3.3155, -3.8375, 2.6176], [-2.4820, -2.7495, 2.2316], [-3.1868, -5.7530, 3.5395], [-2.5436, -4.4187, 4.5984], [-1.6091, -4.9659, 3.2412], [-4.2036, -3.4467, 2.9982], [-3.6279, -4.3684, 1.7045], [-1.8023, -3.2176, 1.6596], [-2.7058, -5.0635, -1.2156], [-1.5630, -5.6049, -0.4498], [-0.8662, -4.5127, 0.2067], [-2.4661, -4.2709, -1.9014], [-3.4530, -4.6486, -0.5729], [-3.1330, -5.8266, -1.8071], [-0.8288, -6.1111, -1.0030], [-1.8936, -6.2512, 0.3085], [-0.8766, -3.7577, -0.3553]],
  "atomic_forces_ev_per_a": [[1.38, -1.04, 0.01], [-0.58, 0.29, 0.23], [0.03, 0.24, -0.70], [-0.58, -0.02, 0.86], [0.76, 0.16, 0.28], [-0.43, 0.90, 0.21], [-0.09, 0.17, -0.50], [-0.73, -0.10, -0.50], [-0.48, 0.15, 0.09], [0.61, 0.26, -0.01], [-0.05, -0.60, 0.30], [0.00, -0.40, -0.24], [-0.72, -0.04, -1.94], [0.65, 1.53, 0.27], [-0.01, 0.74, 0.26], [0.43, 0.04, -1.10], [0.12, -0.20, 0.40], [0.54, 0.46, 0.67], [-0.15, -0.59, 0.78], [-0.08, -0.81, 0.10], [-0.09, 0.44, 0.14], [-0.20, -0.92, 0.53], [-0.09, -0.68, 0.02], [-0.48, 0.23, -0.19], [1.57, -2.31, 1.90], [-0.52, 1.25, -0.89], [0.48, -1.70, 0.08], [-2.20, 1.12, -0.10], [0.95, -1.31, -1.02], [0.10, -1.96, -0.91], [0.54, 1.01, 1.49], [-0.95, 0.52, 1.65], [1.63, 0.88, -1.90], [-1.52, 2.05, -1.31], [-0.37, -0.50, -0.51], [0.18, 0.79, 0.83], [-0.01, 0.50, 0.18], [0.26, -0.47, -0.34], [0.78, -0.23, 0.65], [0.82, 0.62, 0.24], [-0.19, 0.77, 0.27], [-0.07, -0.06, -0.15], [0.01, 0.43, -0.38], [-0.94, -0.85, 0.09], [0.64, 0.29, -0.08], [-1.00, 0.71, -0.13], [-0.25, -0.43, 0.23], [-0.01, -1.05, 0.05], [-0.73, -0.86, -0.78], [0.47, -0.75, 0.72], [0.61, -1.06, -0.59], [-0.67, 0.84, 0.79], [0.70, 1.18, -0.29], [-0.18, -0.05, -0.60], [1.11, -0.36, -0.18], [-0.47, 0.65, 0.25], [-0.74, 0.29, 0.63], [-1.59, 1.10, 1.57], [-1.15, -0.67, -0.16], [-0.18, 1.64, -0.27], [0.87, -1.69, -1.03], [0.50, 0.59, -1.23], [0.39, -0.16, 0.45], [0.96, -0.45, 0.21], [0.32, 0.08, -0.02], [0.07, -0.28, 0.44], [-1.42, -0.08, -1.53], [1.56, -1.16, 1.69], [0.18, 1.74, -0.18], [-0.25, -0.19, 0.33], [0.36, 0.29, 0.37], [0.51, -0.03, -0.19], [-0.28, 0.13, -0.99], [-0.25, 0.80, -0.31], [-0.57, -1.48, 0.89], [0.97, -0.08, 1.58], [-0.32, -0.64, 0.71], [-0.78, 1.82, 0.73], [-0.31, 0.96, -0.69], [-0.17, -0.29, -1.66], [-0.03, -0.45, -0.01], [0.35, 0.24, -1.05], [-0.70, -0.64, 0.40], [0.92, -0.92, -0.01], [-1.82, 1.79, 1.47], [-0.99, 0.47, -0.07], [0.26, -0.73, -0.19], [1.12, -0.77, 0.04], [0.10, -0.30, 0.35], [0.39, 0.30, -0.86], [0.97, -1.12, 0.11], [-0.11, -0.54, 0.30], [0.22, 0.67, -1.15], [0.83, 1.09, 0.45], [0.79, -0.94, -1.00], [1.23, -1.19, -0.70], [-0.10, -0.42, 0.26], [-0.41, -0.31, -0.61], [-0.24, -0.29, -0.16], [-1.41, 0.86, 0.93], [0.16, -0.06, 0.12], [-0.67, 0.95, 0.63], [-0.21, 0.25, -0.48], [0.76, 2.53, 0.71], [-0.28, -1.54, 1.48], [0.59, 0.39, -0.29], [-0.55, 0.11, 0.57], [-0.78, -1.01, -0.64], [0.78, -0.88, -1.23], [-0.47, -0.92, 1.16], [0.07, 1.26, -1.13]],
  "max_force_ev_per_a": 3.4,
  "homo_ha": -0.3376,
  "e_lumo_ev": 0.40,
  "charge": 0,
  "smiles": "COCCNCCOC.CC(C)O.CC(C)O.CCO.CCO.CCO.CCO.CCO.CCO.CCO",
  "gap_ev": 9.59
}



{
  "formula": "C26H74BN4O12Rb",
  "method": "ωB97M-V/def2-TZVPD",
  "elements": ["Rb", "B", "H", "H", "H", "H", "C", "O", "C", "C", "N", "C", "C", "O", "C", "H", "H", "H", "H", "H", "H", "H", "H", "H", "H", "H", "H", "H", "H", "H", "C", "O", "C", "C", "N", "C", "C", "O", "C", "H", "H", "H", "H", "H", "H", "H", "H", "H", "H", "H", "H", "H", "H", "H", "C", "C", "O", "O", "H", "H", "H", "H", "H", "H", "C", "C", "O", "O", "H", "H", "H", "H", "H", "H", "C", "C", "O", "O", "H", "H", "H", "H", "H", "H", "C", "C", "C", "O", "C", "N", "H", "H", "H", "H", "H", "H", "H", "H", "H", "H", "H", "C", "C", "C", "O", "C", "N", "H", "H", "H", "H", "H", "H", "H", "H", "H", "H", "H"],
  "positions_angstrom": [[17.6819, 12.0719, -6.1726], [16.2443, 14.3501, -7.5817], [16.0700, 15.2588, -8.1368], [16.6456, 13.6285, -8.2762], [16.9944, 14.5675, -6.8372], [15.3148, 14.0549, -7.1200], [8.6034, 10.7965, -11.0787], [8.9372, 11.6177, -9.9186], [10.0337, 12.5704, -10.2051], [10.5109, 13.3153, -8.9736], [11.5488, 14.3360, -9.2939], [11.5931, 15.3747, -8.2791], [12.7606, 16.3373, -8.4829], [12.9785, 17.4886, -7.5630], [12.9122, 17.2422, -6.1780], [8.7952, 11.3634, -11.9897], [7.5972, 10.3809, -11.1336], [9.3575, 10.0112, -11.0248], [9.4173, 13.2293, -10.8166], [10.7861, 12.0379, -10.7869], [11.0184, 12.5619, -8.3712], [9.6926, 13.7067, -8.3693], [12.4750, 13.9544, -9.4224], [11.7058, 15.0190, -7.2549], [10.6394, 15.9022, -8.2951], [12.6461, 16.7721, -9.4758], [13.7026, 15.8106, -8.3304], [13.6373, 16.4676, -5.9280], [11.9517, 16.7820, -5.9462], [13.1302, 18.0913, -5.5303], [18.2017, 8.6432, -6.8881], [18.7742, 9.2514, -5.7390], [20.2558, 9.0313, -5.6480], [20.9108, 10.1072, -4.7456], [20.7501, 11.4010, -5.3951], [21.3430, 12.4691, -4.6392], [20.8368, 13.8355, -5.2709], [19.6327, 14.2012, -4.6483], [19.2386, 15.5627, -4.8504], [17.1632, 8.9716, -6.9325], [18.1166, 7.5583, -6.8268], [18.6194, 9.0231, -7.8204], [20.7810, 9.0356, -6.6031], [20.3621, 8.0246, -5.2438], [21.9877, 9.9465, -4.6950], [20.4622, 10.0687, -3.7530], [21.1078, 11.3733, -6.3392], [22.4323, 12.4323, -4.6478], [20.9493, 12.4190, -3.6240], [20.5666, 13.7195, -6.3205], [21.6933, 14.4979, -5.1454], [18.3409, 15.7211, -4.2527], [19.1105, 15.8616, -5.8907], [19.9744, 16.2570, -4.4447], [13.7519, 11.5640, -5.9771], [13.9886, 12.6498, -4.8599], [13.8195, 13.9817, -5.2581], [14.8051, 11.5505, -6.9153], [12.8631, 11.8414, -6.5438], [13.6366, 10.5400, -5.6218], [15.0188, 12.6225, -4.5049], [13.4050, 12.4651, -3.9580], [14.1864, 14.0885, -6.1388], [14.9612, 12.4395, -7.2423], [18.8294, 10.9392, -10.7158], [20.2584, 11.2598, -11.1169], [20.3546, 12.5860, -11.5565], [18.6206, 11.5959, -9.4944], [18.7944, 9.8588, -10.5757], [18.1014, 11.1888, -11.4877], [20.7293, 10.7057, -11.9290], [20.9293, 11.1834, -10.2613], [20.2277, 12.5700, -12.5079], [18.6735, 12.5497, -9.5893], [17.9494, 16.2905, -10.4816], [18.6003, 14.8910, -10.3689], [18.7650, 14.4117, -9.0314], [18.7017, 17.3848, -9.9653], [17.0007, 16.2790, -9.9450], [17.5896, 16.5059, -11.4877], [19.5329, 14.9896, -10.9245], [18.0210, 14.1280, -10.8890], [17.9177, 14.3901, -8.5805], [18.0855, 17.9701, -9.5188], [14.1195, 12.6218, -11.9444], [14.7391, 13.7453, -11.1028], [14.4492, 15.2080, -11.4982], [14.8542, 15.4409, -12.8210], [14.9145, 16.8494, -13.2186], [14.3462, 13.5724, -9.7117], [14.4773, 12.6159, -12.9740], [13.0594, 12.8542, -12.0461], [14.1555, 11.5877, -11.6017], [15.8267, 13.6734, -11.1154], [14.9654, 15.8539, -10.7879], [13.4288, 15.5695, -11.3713], [14.7253, 16.9129, -14.2902], [15.8694, 17.3102, -12.9658], [14.1688, 17.4463, -12.6935], [14.6485, 12.6678, -9.3795], [14.9317, 14.1996, -9.1787], [15.8494, 20.1947, -7.3543], [16.6807, 18.9099, -7.2974], [16.5641, 18.3461, -5.8581], [17.0494, 19.3256, -4.9182], [16.9200, 18.7846, -3.5664], [16.0688, 18.0374, -8.2263], [15.8360, 20.5438, -8.3868], [16.2395, 20.9766, -6.7027], [14.8037, 20.0930, -7.0641], [17.7025, 19.1205, -7.6130], [17.2434, 17.4947, -5.8166], [15.5828, 17.9785, -5.5581], [15.8772, 18.8403, -3.2538], [17.5243, 19.4400, -2.9392], [17.2846, 17.7763, -3.3704], [15.1309, 17.8349, -7.9111], [16.4507, 17.1045, -8.1621]],
  "atomic_forces_ev_per_a": [[0.55, -0.33, 0.13], [0.11, 0.34, 0.28], [-0.82, 3.32, -2.05], [0.90, -3.16, -2.40], [2.61, 0.87, 2.92], [-3.26, -1.25, 1.45], [1.91, 0.51, 0.36], [0.29, 0.25, 0.74], [-3.19, -0.94, -1.26], [0.29, -0.47, -0.80], [-2.16, -0.54, 3.82], [-0.15, 1.76, -0.29], [1.30, 1.38, 1.13], [-1.34, -0.06, -1.58], [0.02, -1.94, -0.01], [-0.18, 0.11, -0.15], [0.04, 0.40, 0.77], [-0.30, -0.48, -0.45], [1.06, 0.77, -0.56], [0.42, 0.34, 0.18], [0.43, 0.02, 0.40], [0.08, 0.29, -0.31], [2.21, -0.62, -1.62], [-0.20, -1.04, 0.15], [-0.21, 0.04, 0.01], [0.47, 0.17, 0.15], [-0.01, -0.49, -0.70], [0.34, -0.13, 0.24], [-0.31, 0.38, 0.45], [-0.25, 0.33, -0.68], [-0.85, 0.50, 0.21], [2.06, 0.09, -0.44], [-1.07, 0.10, 0.94], [-0.50, -0.56, -1.53], [-1.22, -0.38, 0.49], [-1.17, 1.57, -1.21], [0.72, -1.55, 0.58], [-0.39, 0.70, 0.48], [0.40, 0.04, 0.59], [-0.20, 0.15, 0.22], [0.61, -0.14, -0.09], [0.51, -0.33, -0.06], [-0.52, 0.18, -0.47], [0.24, 0.02, 0.18], [0.15, -0.80, 0.44], [0.04, 0.32, -0.01], [0.20, -0.06, -0.07], [0.23, 0.08, 0.20], [0.24, 0.10, 0.09], [0.73, -0.12, -0.43], [-0.44, 0.83, 0.01], [-0.16, -0.15, -0.35], [-0.27, -0.42, -0.23], [0.35, -0.08, 0.14], [-0.03, 1.41, 0.41], [0.63, -1.11, 0.03], [-1.49, 0.31, -0.20], [0.71, -0.78, -0.09], [-0.59, -0.02, 0.30], [0.05, 0.22, 0.32], [0.39, -0.78, -0.01], [-0.42, 0.04, -0.26], [0.42, 0.19, -0.06], [0.08, 0.46, -0.10], [1.42, -0.54, -0.03], [0.61, -0.01, -0.86], [-0.07, 1.36, -0.16], [-1.05, -0.75, 0.77], [-0.36, -0.08, 0.38], [-0.02, 0.25, -0.11], [-0.48, -1.03, 0.16], [-0.26, -0.23, 0.23], [-0.01, 0.28, -0.02], [0.30, 0.64, -0.07], [-1.29, -0.15, 0.79], [-0.23, 1.26, -0.06], [1.50, 0.31, -0.71], [0.49, -0.82, -0.30], [-0.12, -0.28, 0.31], [0.61, -0.23, -0.56], [0.42, -0.52, 0.69], [-0.38, 0.33, -0.52], [-0.29, 0.29, -0.12], [-0.20, 0.06, -0.01], [-0.72, 0.94, -0.90], [0.31, -0.50, -0.27], [0.13, 0.13, -0.28], [0.28, 0.89, -0.50], [-0.22, -0.82, 0.59], [-1.04, 0.20, 0.44], [0.25, 0.16, 0.08], [-0.32, -0.03, 0.01], [0.51, 0.22, 0.59], [0.25, -0.11, -0.41], [0.64, 0.05, 0.16], [-0.81, -0.60, -0.06], [0.12, -0.18, 0.14], [0.23, -0.29, -0.07], [-0.34, -0.14, 0.03], [-0.05, -0.40, -0.14], [-0.05, 0.32, 0.36], [0.50, 0.84, -0.20], [-1.76, 1.38, 1.80], [2.13, 0.70, -0.09], [-0.46, -1.77, 0.90], [0.25, 1.44, -0.52], [-0.35, -1.85, -1.15], [0.08, 0.19, 0.00], [0.20, -0.02, -0.12], [-0.06, -0.60, 0.09], [0.16, -0.06, 0.45], [0.04, -0.45, 0.14], [-0.42, 0.27, -0.38], [-0.11, -0.02, 0.04], [-0.19, 0.08, 0.04], [0.12, -0.24, -0.72], [-0.63, 0.50, -0.16], [0.66, -0.23, -0.03]],
  "s2": 0.754,
  "max_force_ev_per_a": 4.4,
  "homo_ha": [-0.4068, -0.4068],
  "e_lumo_ev": [-1.94, -6.99],
  "spin_multiplicity": 2,
  "charge": 1,
  "gap_ev": [9.13, 4.08]
}



These records have calculated total energy values of -1916.6178; -2205.2692 Ha, in the order they appear.